No. 1
This record from OMol25 describes 12 unconnected molecules or ions with the total composition C30H93O39P9 in a non-equilibrium geometry. The level of theory is the ωB97M-V functional and the def2-TZVPD basis.

As for the total energy: -7206.06294 a.u. As for the energy above the lowest of the compared OMol25 structures with the same formula, charge and spin: 49.99 kJ/mol. The net charge is 0. As for the multiplicity: 1. The SMILES is COP(=O)(OC)OC.COP(=O)(OC)OC.COP(=O)(OC)OC.COP(=O)(OC)OC.COP(=O)(OC)OC.COP(=O)(OC)OC.COP(=O)(OC)OC.COP(=O)(OC)OC.COP(=O)(OC)OC.CO.CO.CO. For the LUMO energy, the calculation gives 0.0117 Ha.

Atoms and positions in Å:
C -0.3165 0.4685 -0.6898
O -0.0130 -0.3016 0.4745
H -0.2850 -0.2143 -1.5388
H -1.2690 0.9926 -0.6110
H 0.4534 1.2094 -0.9051
H 0.0477 0.2562 1.2534
C -1.4228 3.7164 -4.0139
O -1.1188 3.1929 -2.7458
H -2.0270 2.9825 -4.5471
H -1.9977 4.6408 -3.9587
H -0.5176 3.9608 -4.5697
H -1.9356 2.9924 -2.2830
C -4.8704 2.6821 -2.1701
O -3.9199 1.8181 -1.6704
H -5.1513 2.4589 -3.1993
H -5.7334 2.4933 -1.5315
H -4.5869 3.7158 -1.9722
H -4.0777 1.7828 -0.7241
C 4.3547 -6.6341 1.9408
O 3.3218 -5.7124 2.4191
P 1.9698 -5.3440 1.4839
O 2.3124 -4.9270 0.1372
O 1.1303 -4.2902 2.3744
C 1.1680 -2.8960 2.0145
O 1.0546 -6.6716 1.5598
C 1.5279 -7.8136 0.9087
H 4.4509 -6.5876 0.8560
H 4.1443 -7.6625 2.2342
H 5.3198 -6.3373 2.3513
H 1.6196 -2.6759 1.0472
H 1.6540 -2.3352 2.8129
H 0.1403 -2.5330 2.0211
H 2.3902 -7.5679 0.2888
H 0.7486 -8.0727 0.1920
H 1.6955 -8.7194 1.4914
C 1.7398 4.3082 -1.6393
O 2.7627 5.1329 -2.0873
P 2.7535 6.7544 -2.1455
O 4.1032 7.3723 -2.3559
O 1.5877 7.1273 -3.2676
C 1.7877 6.9509 -4.6332
O 2.0306 7.1308 -0.7660
C 2.8115 7.1585 0.3962
H 1.6639 3.4151 -2.2596
H 0.7282 4.7087 -1.5738
H 1.9718 4.0121 -0.6163
H 0.9281 6.3690 -4.9659
H 2.6423 6.3002 -4.8185
H 1.8960 7.9266 -5.1069
H 3.6338 7.8501 0.2129
H 3.2500 6.1667 0.5068
H 2.1266 7.4178 1.2035
C -1.7867 -0.2353 -4.0444
O -1.3836 -1.5535 -3.7170
P -0.8588 -2.5457 -4.8722
O 0.1732 -1.9893 -5.8234
O -0.3258 -3.8528 -4.0157
C 0.7471 -3.5768 -3.1357
O -2.2856 -3.1643 -5.5332
C -2.8956 -2.6053 -6.7169
H -2.7682 0.0050 -3.6359
H -1.9584 -0.2547 -5.1206
H -1.0154 0.4714 -3.7380
H 1.7697 -3.4273 -3.4820
H 0.7104 -4.3180 -2.3372
H 0.4568 -2.6874 -2.5765
H -3.7426 -1.9686 -6.4616
H -3.1937 -3.4419 -7.3490
H -2.2108 -2.0186 -7.3292
C -6.1911 -3.0577 4.3998
O -4.9029 -3.2792 4.9455
P -3.9200 -1.9877 4.9596
O -4.4688 -0.7393 5.6521
O -2.5558 -2.6358 5.6789
C -1.5350 -1.7507 6.1556
O -3.4496 -1.8331 3.4184
C -2.7998 -0.6579 3.0169
H -6.6177 -2.0848 4.6437
H -6.8452 -3.8182 4.8263
H -6.1344 -3.1922 3.3196
H -1.2813 -1.9441 7.1979
H -1.9115 -0.7347 6.0370
H -0.6068 -1.8422 5.5916
H -3.4309 -0.0766 2.3446
H -1.9141 -0.8346 2.4066
H -2.4685 0.0567 3.7704
C -5.0990 5.1624 0.8915
O -4.9970 4.4148 2.0980
P -3.9418 3.1317 2.1421
O -4.0587 2.0840 1.0662
O -2.4884 3.8110 2.2214
C -1.7606 4.0542 1.0480
O -4.2128 2.5905 3.6515
C -5.4865 2.2391 3.9749
H -4.8514 4.7403 -0.0825
H -4.4873 6.0619 0.9616
H -6.1584 5.3976 0.7895
H -1.1505 4.9556 1.1071
H -2.2755 4.2913 0.1171
H -1.1340 3.1939 0.8128
H -5.4704 1.2532 4.4395
H -6.1164 2.0903 3.0980
H -5.9282 2.9746 4.6472
C -4.1852 -5.5134 -3.3738
O -4.6960 -5.2948 -2.0323
P -5.0873 -3.8370 -1.5216
O -5.7487 -2.9180 -2.4857
O -6.0000 -4.1468 -0.2234
C -5.3173 -4.8480 0.8468
O -3.7499 -3.1898 -0.8583
C -3.5357 -1.7563 -0.8132
H -3.6479 -4.6420 -3.7481
H -4.9423 -5.8095 -4.0999
H -3.4607 -6.3143 -3.5207
H -4.5515 -5.5562 0.5305
H -6.0388 -5.2541 1.5557
H -4.7568 -4.1385 1.4556
H -3.4706 -1.3916 0.2119
H -4.2715 -1.1265 -1.3134
H -2.5309 -1.5001 -1.1491
C 7.5679 0.0436 -0.3849
O 7.3902 0.0747 1.0547
P 6.0717 -0.5896 1.6423
O 5.9454 -0.3866 3.0876
O 4.8831 0.1254 0.7742
C 3.5287 0.1891 1.1881
O 6.0616 -2.1030 1.0732
C 5.1376 -3.0893 1.5667
H 6.9244 -0.6032 -0.9814
H 8.6222 -0.1787 -0.5494
H 7.4379 1.0210 -0.8497
H 3.3553 -0.2735 2.1598
H 2.9625 -0.3850 0.4547
H 3.1111 1.1951 1.2276
H 5.6880 -3.8907 2.0596
H 4.6519 -3.5317 0.6970
H 4.3148 -2.6527 2.1329
C 3.1516 0.6454 5.4904
O 1.9646 0.4380 4.7976
P 1.4166 1.6064 3.7912
O 0.6163 1.1045 2.6661
O 0.6173 2.4991 4.9432
C -0.5583 1.9687 5.5157
O 2.6730 2.5814 3.3947
C 2.3908 3.6792 2.5582
H 3.4571 1.6838 5.6192
H 3.9685 0.2048 4.9189
H 3.1021 0.2254 6.4950
H -0.3765 1.5264 6.4951
H -0.9577 1.1882 4.8681
H -1.2830 2.7829 5.5266
H 1.4318 3.5652 2.0528
H 3.1559 3.8450 1.7998
H 2.4627 4.6016 3.1345
C 4.1853 -1.5209 -2.1880
O 3.7114 -0.6108 -3.1651
P 3.7704 0.9867 -2.8889
O 3.0843 1.4768 -1.6809
O 3.1311 1.5497 -4.2490
C 1.7349 1.3250 -4.5391
O 5.3993 1.3538 -3.0390
C 6.1921 0.7022 -3.9680
H 3.4656 -2.2005 -1.7316
H 4.6856 -1.0114 -1.3644
H 4.9123 -2.1605 -2.6884
H 1.5127 0.2579 -4.5292
H 1.4794 1.5881 -5.5656
H 1.0818 1.8341 -3.8303
H 6.7635 1.4672 -4.4936
H 5.6636 0.0846 -4.6942
H 6.8699 -0.0365 -3.5401

***

No. 2
This record from OMol25 describes a single C4H5ClS molecule in a non-equilibrium geometry. The level of theory is the ωB97M-V functional and the def2-TZVPD basis.

As for the total energy: -1013.69491 a.u. As for the energy above the lowest of the compared OMol25 structures with the same formula, charge and spin: 222.78 kJ/mol. The net charge is 0. As for the multiplicity: 1. The SMILES is SCC#CCCl. For the LUMO energy, the calculation gives 0.0238 Ha.

Atoms and positions in Å:
C 1.9502 0.9914 -0.0052
C 0.5254 0.5050 0.1144
C -0.5363 0.1218 0.4377
C -1.8306 -0.3905 0.7631
H 2.5278 -0.8524 -1.4129
H 1.9888 1.8315 -0.7864
H 2.1777 1.3965 1.0509
H -1.6302 -1.4728 0.9869
H -2.1069 0.1688 1.5818
S 3.0805 -0.5039 -0.1170
Cl -3.1116 -0.0221 -0.4357

***

No. 3
This record from OMol25 describes 2 unconnected molecules or ions with the total composition C22H26ClN3O4 in a non-equilibrium geometry. The level of theory is the ωB97M-V functional and the def2-TZVPD basis.

As for the total energy: -1779.37256 a.u. As for the energy above the lowest of the compared OMol25 structures with the same formula, charge and spin: 157.52 kJ/mol. The net charge is 0. As for the multiplicity: 1. The SMILES is COc1cccc(NC(=O)/C=C/c2ccc(Cl)cc2)c1.CNC(=O)[C@H](C)NC(C)=O. For the LUMO energy, the calculation gives -0.0098 Ha.

Atoms and positions in Å:
O -0.3412 4.2651 0.3594
O -0.6780 -7.2753 2.0187
O -1.1727 -3.5098 2.3439
Cl 1.7075 11.4931 -4.3689
O -2.2143 -1.2987 -2.3829
C -0.1416 4.1196 -0.8391
C 0.5426 -7.2774 2.0785
C -0.3427 -4.3127 2.7584
C 0.2313 5.2638 -1.6618
C 0.2079 6.5707 -1.2127
C -0.7556 -0.0062 0.7914
C 1.3598 8.8047 -4.0712
C 0.8321 10.1621 -2.1506
C -1.3726 -0.8907 -0.0959
C 1.0165 7.6531 -3.3556
C 0.4876 9.0125 -1.4315
C -0.3770 1.2665 0.3573
C -1.2107 0.7582 -1.8417
C 1.2703 10.0618 -3.4724
C -1.6102 -0.5130 -1.4297
C 0.5754 7.7427 -2.0215
C -0.6123 1.6645 -0.9645
N -0.2577 2.9062 -1.4913
N -0.4317 -4.6794 4.0452
N 1.2940 -6.1770 2.0325
C -2.8042 -2.5342 -1.9549
C 1.2892 -8.5822 2.2143
C 0.4848 -5.4818 4.8553
C 0.4494 -4.6643 0.3183
C 0.7886 -4.8160 1.8119
H 0.5255 5.0421 -2.6768
H -0.1025 6.7449 -0.1843
H -0.5776 -0.3098 1.8196
H 1.7010 8.7285 -5.0988
H 0.7620 11.1395 -1.6836
H -1.6590 -1.8667 0.2806
H 1.1060 6.7000 -3.8626
H 0.1508 9.1131 -0.4035
H 0.1035 1.9368 1.0617
H -1.4013 1.0352 -2.8709
H -0.2207 2.9590 -2.5011
H -1.2434 -4.3023 4.5102
H 2.2902 -6.2956 2.0973
H -3.5465 -2.3608 -1.1690
H -2.0394 -3.2216 -1.5795
H -3.3076 -3.0141 -2.7994
H 1.9937 -8.6800 1.3900
H 0.5717 -9.4011 2.1771
H 1.8181 -8.5994 3.1650
H 0.2673 -6.5428 4.7181
H 1.5203 -5.2777 4.5807
H 0.3496 -5.2350 5.9097
H 0.2369 -3.6183 0.0946
H 1.2894 -4.9882 -0.2960
H -0.4296 -5.2628 0.0744
H 1.6275 -4.1487 2.0073